No. 1
{"formula": "C20H37IrNO3SSi", "method": "the ωB97M-V functional and the def2-TZVPD basis", "species": ["C", "C", "C", "C", "C", "Ir", "C", "C", "C", "N", "H", "H", "H", "H", "H", "H", "H", "H", "H", "H", "C", "C", "C", "C", "O", "Si", "S", "O", "C", "C", "C", "C", "O", "C", "C", "C", "C", "H", "H", "H", "H", "H", "H", "H", "H", "H", "H", "H", "H", "H", "H", "H", "H", "H", "H", "H", "H", "H", "H", "H", "H", "H", "H", "H"], "positions_angstrom": [[0.999, -1.113, -4.416], [-0.411, -1.048, -4.664], [-1.097, -1.447, -3.468], [-0.099, -1.758, -2.478], [1.193, -1.563, -3.072], [-0.006, 0.411, -3.008], [-1.554, 1.844, -3.828], [-0.248, 1.979, -4.268], [0.576, 2.704, -5.045], [1.279, 1.497, -2.350], [-2.172, -1.486, -3.329], [-0.877, -0.721, -5.593], [-0.290, -2.084, -1.458], [2.147, -1.694, -2.570], [1.779, -0.843, -5.125], [-2.280, 1.324, -4.471], [2.212, 1.712, -1.987], [-1.955, 2.541, -3.085], [0.188, 3.518, -5.666], [1.637, 2.473, -5.078], [-2.083, -3.488, 0.660], [-2.013, -2.051, 1.157], [-3.117, -1.216, 0.518], [-2.120, -2.018, 2.676], [-0.693, -1.552, 0.755], [-0.094, -0.013, 0.678], [-0.951, 1.030, -0.930], [-0.330, 0.706, 2.117], [-0.686, 1.940, 2.813], [-1.076, 3.039, 1.838], [-1.841, 1.616, 3.747], [0.514, 2.378, 3.636], [1.497, -0.155, 0.319], [2.786, -0.496, 0.932], [3.846, -0.081, -0.081], [2.967, 0.277, 2.230], [2.841, -1.996, 1.192], [-3.039, -3.935, 0.963], [-1.275, -4.092, 1.090], [-2.018, -3.539, -0.432], [-4.091, -1.689, 0.717], [-3.146, -0.204, 0.943], [-2.978, -1.144, -0.569], [-1.301, -2.590, 3.130], [-2.089, -0.989, 3.055], [-3.070, -2.474, 2.995], [-1.960, 2.769, 1.250], [-1.317, 3.941, 2.419], [-0.250, 3.283, 1.159], [-1.562, 0.825, 4.453], [-2.110, 2.509, 4.327], [-2.731, 1.304, 3.188], [0.841, 1.579, 4.311], [1.351, 2.666, 2.991], [0.249, 3.252, 4.246], [3.790, 0.996, -0.279], [4.847, -0.298, 0.311], [3.727, -0.621, -1.028], [2.225, -0.030, 2.977], [3.965, 0.085, 2.653], [2.888, 1.356, 2.049], [2.075, -2.292, 1.919], [2.688, -2.561, 0.265], [3.825, -2.271, 1.599]], "forces_ev_per_angstrom": [[0.5125, -1.1839, 0.0453], [-0.3794, -0.9036, -0.3358], [0.2053, -0.9806, -0.3283], [0.0019, -1.4519, -0.1917], [-0.0432, -1.1780, -0.7636], [-0.1919, 2.8538, -1.3507], [-1.7186, 0.6470, -0.5453], [0.4946, 1.1803, -1.5537], [-0.6326, -0.7408, 0.5219], [3.3650, 1.3295, 1.1103], [0.2469, -0.0246, -0.0225], [0.1574, -0.0791, 0.3365], [0.0894, 0.1697, -0.3581], [-0.2786, 0.1170, -0.1073], [-0.2387, -0.0395, 0.2530], [0.2046, 0.2542, 0.2734], [-0.0704, 0.1390, 0.0714], [0.1105, -0.3660, -0.2084], [0.1146, -0.2372, 0.2541], [-0.1045, 0.1032, -0.0493], [-0.0829, -0.2174, -0.0357], [0.9217, 0.5068, -0.3344], [-0.3277, -0.0402, 0.0014], [-0.1346, 0.0096, 0.2627], [-0.6151, -0.7586, 0.8365], [-0.6441, 0.8395, -1.7122], [-1.6726, 0.3296, 3.2202], [-0.2160, 0.7196, 1.5298], [0.2828, -0.8222, -0.7595], [-0.1409, 0.3475, 0.0071], [-0.2979, 0.0022, 0.1777], [0.2584, 0.1451, 0.1622], [1.5387, -0.4604, 0.6599], [-1.2479, 0.1989, -0.4692], [0.1693, 0.0141, -0.0929], [0.1774, 0.0765, 0.2647], [0.1017, -0.1853, 0.0545], [0.1236, 0.0542, -0.0438], [-0.0612, 0.1546, -0.0830], [0.0572, 0.0854, 0.1583], [0.1695, 0.0351, 0.0015], [0.1040, -0.2009, -0.2588], [0.0274, 0.0966, 0.3535], [-0.0796, 0.1257, -0.0912], [0.0771, -0.2996, -0.1552], [0.1765, 0.0939, -0.0847], [0.3265, -0.0419, 0.0202], [0.0450, -0.1110, -0.0624], [-0.2560, -0.1864, 0.0524], [-0.0368, 0.0953, -0.1679], [0.0516, -0.1225, -0.0864], [0.1998, -0.0072, 0.0404], [-0.0400, 0.0895, -0.1555], [-0.1521, -0.1140, 0.0841], [0.0112, -0.1386, -0.0985], [-0.0744, -0.2024, 0.0187], [-0.1127, -0.0025, -0.0214], [-0.0886, 0.1403, 0.1934], [0.0653, 0.1614, -0.2257], [-0.1838, -0.0164, -0.1414], [-0.0866, -0.2681, 0.0311], [0.0555, 0.0578, -0.1826], [-0.0665, 0.1464, 0.1439], [-0.1671, 0.0615, -0.0630]], "multiplicity": 5, "mol_weight_g_mol": 591.9, "energy_ev": -50523.9037, "charge": -1, "s_squared": 6.026}

***

No. 2
{"formula": "C5H10N4O2Si", "method": "the ωB97M-V functional and the def2-TZVPD basis", "species": ["C", "C", "C", "C", "C", "N", "N", "N", "N", "O", "O", "Si", "H", "H", "H", "H", "H", "H", "H", "H", "H", "H"], "positions_angstrom": [[2.475, -0.111, -0.054], [0.114, -1.363, 0.171], [-2.827, -0.760, 0.323], [-0.911, 0.689, -1.736], [-0.687, 1.335, 1.376], [2.972, -1.239, -0.063], [0.876, -2.286, 0.110], [2.192, -2.360, -0.040], [2.708, 1.204, -0.018], [2.688, 1.831, -1.077], [2.806, 1.705, 1.109], [-1.117, 0.048, 0.048], [-3.069, -0.849, 1.377], [-3.618, -0.180, -0.147], [-2.859, -1.755, -0.113], [-1.688, 0.306, -2.392], [-0.956, 1.772, -1.757], [0.049, 0.409, -2.162], [-1.104, 1.073, 2.343], [0.384, 1.463, 1.496], [-1.089, 2.310, 1.103], [2.658, -3.242, 0.105]], "forces_ev_per_angstrom": [[0.3180, -2.2314, -0.1322], [-1.1541, 2.3422, -0.0338], [0.4869, 0.4609, -0.1810], [-0.0288, -0.2089, 0.5989], [-0.1723, -0.3166, -0.5049], [-0.7253, 0.5373, 0.1375], [-0.2296, -2.7860, 0.3317], [1.3605, 0.9317, -0.4355], [0.3316, 1.1175, 0.2217], [-0.0046, 0.0953, -0.4961], [0.0551, 0.1377, 0.3658], [-0.0368, -0.4585, -0.0420], [0.0542, -0.0137, 0.1984], [-0.1110, 0.1831, -0.0573], [0.1115, -0.0781, -0.0755], [-0.1462, -0.0936, -0.0316], [-0.0736, 0.2590, 0.0291], [0.1325, -0.0618, 0.0424], [-0.0721, -0.1502, 0.1333], [0.1620, -0.0325, -0.0185], [-0.1257, 0.0788, -0.0939], [-0.1323, 0.2879, 0.0436]], "multiplicity": 3, "mol_weight_g_mol": 186.2, "energy_ev": -23271.3796, "s_squared": 2.011}